(1)
Below is an isolated molecule of C6H9N, with properties calculated with wB97M-V/def2-TZVPD.

Element x y z (Å)
N: 0.287 1.062 -0.105
C: 2.352 -0.272 0.353
C: -2.124 -0.079 0.391
C: -1.135 -0.450 -1.166
C: 0.953 -0.151 -0.158
C: 0.134 -1.063 -0.750
C: -0.986 0.854 -0.629
H: 3.031 0.392 -0.196
H: -1.719 0.297 1.338
H: -2.252 -1.153 0.496
H: -1.585 1.727 -0.872
H: 2.707 -1.298 0.232
H: 0.430 -2.084 -0.964
H: 2.415 -0.012 1.416
H: -3.091 0.373 0.174
H: 0.583 1.857 0.439

Highest occupied orbital energy: -7.69 eV
Energy above the lowest of the compared OMol25 structures with the same formula, charge and spin: 362.3 kJ/mol

=====

(2)
Below is a cluster of 11 separate species, H22O11 in total in a non-equilibrium geometry, with properties calculated with wB97M-V/def2-TZVPD.

Element x y z (Å)
O: -0.469 -3.125 -0.236
O: 2.444 0.518 -1.235
O: -0.552 -0.730 -2.094
O: 0.133 2.109 -2.647
O: -2.769 -2.847 -1.915
O: -1.482 -1.483 2.273
O: 1.432 2.646 2.696
O: 1.748 -2.044 2.561
O: 0.042 -0.164 0.483
O: 1.137 3.348 -0.437
O: -1.422 2.185 0.390
H: 1.425 -2.206 1.660
H: 0.337 3.228 0.090
H: -1.297 -2.369 2.143
H: 1.305 4.247 -0.692
H: -1.624 2.014 1.364
H: -0.371 0.099 -2.481
H: -1.015 -3.897 -0.230
H: -0.856 -1.124 1.606
H: 1.405 2.408 3.606
H: 0.428 -3.492 -0.042
H: -2.320 2.125 0.032
H: 2.846 -0.308 -1.019
H: -1.932 -2.572 -1.592
H: 2.337 -1.333 2.393
H: 1.560 0.450 -0.889
H: -0.273 0.761 0.481
H: -0.270 -0.515 -0.302
H: -0.824 2.293 -2.859
H: 0.025 -1.417 -2.506
H: 0.432 2.455 -1.800
H: 1.626 1.831 2.281
H: -3.193 -3.103 -1.069

SMILES string: O.O.O.O.O.O.O.O.O.O.O
Highest occupied orbital energy: -10.53 eV
Energy above the lowest of the compared OMol25 structures with the same formula, charge and spin: 194.3 kJ/mol

=====

(3)
Below is a structure of composition F4N2NaO8S4 in a non-equilibrium geometry, with properties calculated with wB97M-V/def2-TZVPD.

Element x y z (Å)
S: -0.411 -2.870 1.085
S: -2.116 -1.210 1.881
S: 0.339 1.121 -1.938
S: 1.694 2.976 -1.309
Na: 1.287 -0.001 1.037
F: 1.195 -3.058 1.057
F: -1.968 0.276 2.572
F: 0.446 -0.465 -1.796
F: 2.141 3.670 0.081
O: -1.052 1.282 -1.449
O: -0.627 -2.789 -0.389
O: 2.937 3.070 -2.049
O: -2.769 -2.079 2.835
O: -0.637 -4.047 1.953
O: 0.607 1.153 -3.364
O: 0.557 3.738 -1.860
O: -2.819 -0.829 0.633
N: 1.580 1.562 -0.831
N: -0.384 -1.499 1.852

Highest occupied orbital energy: -7.62 eV
Total charge: -1
Energy above the lowest of the compared OMol25 structures with the same formula, charge and spin: 294.6 kJ/mol

=====

(4)
Below is an isolated molecule of C6H2Cl2N2S in a non-equilibrium geometry, with properties calculated with wB97M-V/def2-TZVPD.

Element x y z (Å)
Cl: 2.841 -0.833 2.411
Cl: 1.326 -1.695 -2.659
S: -1.483 -0.214 -1.633
N: 1.818 -1.547 0.096
N: 0.780 0.282 1.493
C: -2.004 1.071 -0.602
C: 1.021 -1.193 -0.987
C: -0.086 -0.306 -0.845
C: 1.631 -0.724 1.189
C: -1.187 1.349 0.439
C: -0.209 0.362 0.417
H: -1.439 1.867 1.377
H: -3.010 1.582 -0.697

SMILES string: Clc1nc(Cl)c2sccc2n1
Highest occupied orbital energy: -9.28 eV
Energy above the lowest of the compared OMol25 structures with the same formula, charge and spin: 0.0 kJ/mol

=====

(5)
Below is a structure of composition C43H35N4O5PdS3Sb in a non-equilibrium geometry, with properties calculated with wB97M-V/def2-TZVPD.

Element x y z (Å)
Sb: 2.188 -0.360 0.295
Pd: -0.192 0.499 -0.450
S: -5.093 -4.730 -3.016
S: -1.477 1.691 -2.463
S: 0.550 -3.429 -0.257
O: -1.041 8.432 -2.388
O: -5.495 -4.467 -4.401
O: -4.696 -6.124 -2.786
O: -6.048 -4.233 -2.020
O: -0.172 7.989 -4.380
N: -0.136 -1.465 -2.310
N: -0.314 -2.134 0.374
N: -2.043 -3.553 1.119
N: -1.904 0.033 0.975
C: -2.413 -4.169 -3.377
C: 5.123 0.656 -0.346
C: -0.656 7.540 -3.360
C: -3.099 1.069 2.756
C: 1.656 4.333 -1.259
C: -2.410 1.113 1.556
C: 4.269 0.238 0.664
C: 0.950 0.936 4.893
C: 2.143 1.355 2.857
C: 0.045 -4.711 0.858
C: -3.247 -0.156 3.398
C: -1.630 4.291 -1.711
C: 0.837 -0.634 3.084
C: 4.824 -0.045 1.905
C: -1.473 5.635 -1.907
C: -1.706 -5.707 2.171
C: -1.182 3.354 -2.663
C: -3.588 -3.757 -2.782
C: 0.439 -6.776 2.015
C: -0.410 5.196 -4.020
C: -0.561 3.853 -3.827
C: 2.189 2.033 -1.703
C: -2.067 -1.153 1.576
C: 0.467 -0.247 4.361
C: 0.896 -5.741 1.210
C: -0.866 -6.769 2.471
C: 0.983 2.631 0.306
C: -2.719 -1.283 2.801
C: 2.252 3.368 -2.057
C: 6.479 0.820 -0.118
C: 7.009 0.568 1.135
C: 6.171 0.139 2.151
C: -0.851 6.134 -3.067
C: -3.622 -2.582 -2.056
C: 1.621 1.656 -0.484
C: -2.482 -1.811 -1.921
C: 1.796 1.735 4.140
C: -1.256 -4.667 1.370
C: -1.286 -2.215 -2.522
C: 0.983 3.957 -0.107
C: 1.667 0.165 2.316
C: -1.449 -2.317 0.932
C: -1.262 -3.410 -3.244
H: 7.132 1.131 -0.924
H: -2.278 2.047 1.012
H: -3.763 -0.233 4.344
H: -2.790 -2.248 3.280
H: 2.807 1.981 2.270
H: 1.690 5.372 -1.558
H: 2.188 2.657 4.553
H: -2.411 -5.095 -3.935
H: -1.423 7.948 -1.646
H: -0.332 -3.736 -3.695
H: 0.068 5.579 -4.910
H: 2.759 3.668 -2.965
H: -2.726 -5.693 2.529
H: 4.724 0.866 -1.329
H: -1.235 -7.587 3.072
H: 1.904 -5.738 0.825
H: -3.001 -3.578 1.432
H: 6.575 -0.068 3.133
H: 2.583 1.267 -2.368
H: -0.331 -0.473 -2.058
H: -0.193 -0.875 4.945
H: -2.119 3.921 -0.819
H: -0.220 3.143 -4.568
H: 0.472 4.705 0.488
H: 4.182 -0.408 2.696
H: -4.559 -2.294 -1.600
H: 0.550 2.370 1.278
H: -3.525 1.969 3.173
H: 0.489 -1.576 2.686
H: 8.068 0.695 1.318
H: -1.842 6.306 -1.134
H: -2.496 -0.868 -1.374
H: 1.101 -7.589 2.275
H: 0.589 -1.570 -3.007
H: 0.673 1.233 5.896

Highest occupied orbital energy: -1.85 eV
Total charge: -2
Energy above the lowest of the compared OMol25 structures with the same formula, charge and spin: 104.3 kJ/mol

=====

(6)
Below is a structure of composition C4H6Li2O in a non-equilibrium geometry, with properties calculated with wB97M-V/def2-TZVPD.

Element x y z (Å)
O: 1.165 0.322 0.491
C: 1.773 -0.624 0.993
C: 2.474 -1.698 -2.070
C: 3.564 -0.943 -2.648
C: 1.978 -1.836 0.183
Li: 1.184 2.235 0.299
Li: 1.800 0.435 -1.937
H: 1.038 -2.327 -0.040
H: 3.819 -1.125 -3.689
H: 4.034 -0.074 -2.197
H: 1.986 -2.477 -2.636
H: 2.264 -0.572 1.964
H: 2.815 -2.430 0.526

Multiplicity: 2
Highest occupied orbital energy (spin up / spin down): -9.77 / -12.55 eV
Total charge: +1
Energy above the lowest of the compared OMol25 structures with the same formula, charge and spin: 238.4 kJ/mol